{
  "formula": "C21H20N3O2STb",
  "method": "ωB97M-V/def2-TZVPD",
  "orbital_gap_ev": [7.0, 7.2],
  "e_above_lowest_ev": 0.3620,
  "charge": 2,
  "multiplicity": 7,
  "species": ["Tb", "C", "C", "N", "N", "C", "O", "C", "C", "C", "C", "C", "C", "C", "C", "C", "C", "C", "N", "H", "H", "H", "H", "H", "H", "H", "H", "H", "H", "H", "H", "C", "S", "O", "C", "C", "C", "C", "C", "C", "H", "H", "H", "H", "H", "H", "H", "H"],
  "xyz": [[0.26414, 0.95912, -0.44564], [-1.07454, -0.24165, 3.69700], [-1.00109, -0.06143, 2.22383], [0.09957, 0.10489, 1.57022], [1.33484, 0.01934, 2.15989], [2.30721, -0.02046, 1.27086], [2.09286, 0.12973, -0.02035], [3.67100, -0.20661, 1.77225], [4.70103, -0.49037, 0.87130], [6.00257, -0.61383, 1.32051], [6.28747, -0.45319, 2.67111], [5.26228, -0.20591, 3.57680], [3.95696, -0.09195, 3.13599], [-2.21864, -0.08563, 1.37440], [-3.47216, -0.30800, 1.91981], [-4.57987, -0.38295, 1.08608], [-4.40014, -0.24810, -0.27809], [-3.11841, -0.02099, -0.75171], [-2.04774, 0.06960, 0.03626], [-0.07330, -0.25224, 4.11597], [-1.57533, -1.17897, 3.94385], [-1.64782, 0.57596, 4.13876], [4.45986, -0.63724, -0.17305], [6.80203, -0.83762, 0.62605], [7.30717, -0.54476, 3.02061], [5.49292, -0.10888, 4.62906], [3.14720, 0.08684, 3.82941], [-3.58634, -0.43067, 2.98706], [-5.56490, -0.54838, 1.50097], [-5.23069, -0.31731, -0.96534], [-2.94827, 0.09211, -1.81632], [-0.06965, 5.34677, 0.18528], [-0.02367, 3.98553, -0.98679], [-0.80878, 2.83194, -0.33097], [1.63837, 3.30958, -0.72352], [2.16672, 3.20357, 0.56906], [3.48911, 2.82104, 0.71752], [4.25074, 2.49058, -0.39892], [3.67371, 2.43924, -1.65641], [2.35930, 2.85762, -1.83222], [0.67304, 5.24815, 0.96836], [-1.07555, 5.35468, 0.60507], [0.09972, 6.26584, -0.37536], [1.58638, 3.47869, 1.44136], [3.92779, 2.79403, 1.70590], [5.29799, 2.25419, -0.28067], [4.25216, 2.12565, -2.51481], [1.94785, 2.95545, -2.83170]],
  "atomic_forces_ev_per_a": [[-1.372, -0.845, -1.698], [0.120, -0.117, -0.068], [0.262, 0.056, 0.046], [-0.180, -0.368, 0.291], [0.445, -0.119, 0.428], [-0.318, -0.106, 0.882], [0.868, -0.667, 0.395], [0.288, -0.064, -0.161], [-0.200, 0.015, -0.019], [0.127, -0.001, 0.018], [-0.054, -0.054, -0.043], [0.081, -0.004, 0.049], [-0.122, 0.042, -0.076], [-0.340, -0.035, -0.117], [0.197, 0.040, 0.109], [-0.022, 0.012, -0.152], [-0.079, -0.030, 0.159], [0.145, 0.088, -0.146], [0.207, -0.059, 0.345], [-0.018, 0.010, 0.018], [-0.020, 0.012, 0.018], [-0.027, -0.019, 0.015], [0.046, 0.061, -0.038], [-0.041, -0.020, -0.007], [-0.005, 0.011, 0.007], [-0.050, 0.006, 0.005], [0.051, 0.039, 0.033], [0.005, 0.017, -0.001], [0.006, -0.024, -0.002], [0.022, 0.009, -0.028], [-0.004, 0.016, -0.003], [-0.104, 0.038, -0.097], [0.974, 0.361, 0.309], [-0.889, 0.602, 0.109], [0.002, 0.527, -0.336], [0.072, 0.289, -0.064], [-0.036, 0.047, 0.012], [0.022, -0.104, -0.011], [-0.006, 0.013, -0.047], [-0.051, 0.537, -0.062], [-0.031, -0.068, 0.023], [-0.033, -0.015, -0.084], [0.007, -0.040, -0.060], [0.016, 0.012, 0.010], [0.025, -0.009, -0.007], [0.027, -0.076, 0.038], [0.016, 0.019, 0.006], [-0.028, -0.038, 0.000]],
  "mulliken_charge": [1.4693, -1.5192, 0.7820, 0.5349, -1.2246, 0.4238, -0.9161, 0.6616, -0.3120, -0.7328, -0.4285, -0.7312, -0.2756, 0.7680, -0.5686, -0.4686, -0.7310, -0.1165, -0.2605, 0.3055, 0.4183, 0.3888, 0.5109, 0.4389, 0.4369, 0.4350, 0.4443, 0.4188, 0.4593, 0.4224, 0.4244, -0.9113, 0.4514, -0.4156, 0.0466, 0.1356, -0.9053, -0.5240, -0.7003, -0.2400, 0.3176, 0.4025, 0.4093, 0.4575, 0.5003, 0.4937, 0.5008, 0.5231]
}